No. 1
Entry from the Open Molecules 2025 dataset: C45H77F11N16O11S5 as an isolated structure (wB97M-V/def2-TZVPD).

Output
DFT total energy: -6552.9333 Ha
max |F|: 4.9 eV/Å
total charge: +4

Each line ends with the Löwdin charge.
Positions of all 165 atoms, in Å:
S 13.5418 12.2972 12.8295  0.494
S 14.5600 17.2359 15.3289  0.544
S 19.9657 12.1613 18.7519  0.580
S 15.8520 19.5388 16.2135  0.503
S 17.2215 11.5235 18.3439  0.519
F 16.2486 9.7891 16.8075  0.108
F 20.5134 10.0163 20.0891  0.084
F 21.9027 11.6997 20.4964  0.139
F 18.1949 9.1836 17.5383  0.143
F 15.6538 13.7102 13.4120  0.122
F 15.5695 11.7700 14.3174  0.085
F 19.9152 11.7757 21.3683  0.109
F 13.1775 17.3605 15.9743  -0.141
F 18.0639 10.7745 16.0018  0.091
F 15.5167 20.9569 15.6702  -0.141
F 14.2744 13.4127 15.1248  0.131
O 20.4465 13.4881 19.0113  -0.301
O 15.4156 16.4822 16.2434  -0.295
O 12.8690 11.2764 13.5952  -0.295
O 20.4952 11.3573 17.6850  -0.276
O 15.2397 19.4685 17.5459  -0.341
O 14.2810 16.7171 14.0046  -0.329
O 16.8655 12.6091 17.5013  -0.266
O 16.2509 11.0295 19.2116  -0.270
O 17.2743 19.3251 16.0719  -0.283
O 14.3569 11.8140 11.7204  -0.363
O 12.8009 13.5178 12.4921  -0.320
N 15.0873 18.8016 15.0543  -0.302
N 24.7297 8.3719 18.5293  -0.050
N 10.2692 16.5719 12.8386  -0.041
N 12.7727 19.6557 20.8954  -0.050
N 19.6501 16.4688 20.2414  -0.037
N 18.8686 18.2857 19.2604  -0.055
N 15.3815 8.5867 13.6030  -0.056
N 11.4439 18.3737 12.3429  -0.087
N 13.8262 15.1340 9.5854  -0.045
N 13.7455 17.7581 20.4096  -0.037
N 12.6056 13.4473 8.8538  -0.075
N 13.3244 7.6159 22.3296  -0.075
N 18.5018 11.8885 19.1496  -0.282
N 16.8908 8.5417 12.0068  -0.032
N 24.6863 10.2826 17.4729  -0.070
N 13.1244 8.5923 20.3360  -0.067
C 14.4102 5.7819 23.4330  -0.041
C 14.1984 8.8351 14.4092  0.000
C 16.1902 7.4614 13.7841  0.014
C 12.0919 12.1228 8.7070  0.008
C 12.7277 17.4830 21.2879  -0.013
C 12.5380 9.2225 19.1345  0.046
C 9.9150 15.1299 13.0683  -0.132
C 12.5824 7.7286 21.2332  0.001
C 13.2505 6.8208 23.5153  -0.173
C 17.7318 8.9386 10.8386  -0.137
C 17.1588 7.4759 12.8047  -0.003
C 24.8580 6.9237 18.7982  -0.133
C 11.4656 17.1095 12.7767  -0.048
C 18.3142 17.1735 18.5678  0.041
C 13.0084 15.6655 8.6661  -0.036
C 24.7638 11.2747 16.3929  0.018
C 19.3876 14.8363 22.0234  -0.058
C 19.6499 17.7989 20.2699  -0.002
C 24.9656 9.3721 19.4242  -0.024
C 18.3679 19.6664 19.1684  0.010
C 26.1272 6.2256 18.1656  -0.041
C 24.6451 8.9200 17.3382  0.003
C 12.1307 18.6378 21.6298  0.014
C 14.8018 12.8594 14.0088  -0.616
C 13.7453 19.0742 20.2002  -0.024
C 10.1232 18.7040 12.1082  0.026
C 14.4199 8.4786 22.1593  0.001
C 14.9281 15.5500 20.3974  -0.037
C 9.3721 17.5809 12.4668  0.018
C 20.6393 11.3714 20.3013  -0.634
C 18.8274 16.0326 19.1840  0.027
C 12.6340 19.1453 12.1586  0.015
C 15.6686 16.7274 9.6827  -0.059
C 20.4126 15.6100 21.2001  -0.132
C 15.8256 9.2310 12.5112  0.029
C 19.1273 9.3964 11.2291  -0.060
C 14.7349 15.8683 10.5226  -0.117
C 17.4734 10.2341 17.1320  -0.631
C 14.3232 9.0233 20.9220  0.006
C 12.2565 14.6238 8.1901  -0.007
C 13.6674 13.7953 9.6101  -0.012
C 9.3799 14.5328 11.7583  -0.047
C 24.9775 10.5305 18.7976  -0.015
C 12.2794 21.1088 20.7176  0.065
C 14.5249 16.8153 19.6288  -0.164
H 9.1289 15.1524 13.8663  0.140
H 12.2159 21.5542 21.7121  0.098
H 12.3674 20.1729 12.4766  0.124
H 8.3840 14.9442 11.6026  0.080
H 11.2711 21.0405 20.3047  0.098
H 14.4407 9.6594 15.1171  0.088
H 15.1270 17.5239 9.1522  0.080
H 13.4380 18.8058 12.8158  0.078
H 11.3470 14.7233 7.5201  0.162
H 12.9262 21.6771 20.0334  0.105
H 13.2201 9.9242 18.7890  0.068
H 11.6001 7.3168 21.1238  0.167
H 14.0369 15.0834 20.8672  0.079
H 15.2758 10.0387 12.0238  0.131
H 18.7548 14.2278 21.4362  0.046
H 26.9878 6.7649 18.6136  0.089
H 18.6462 15.0055 18.9815  0.099
H 9.7943 19.6788 11.7650  0.142
H 12.4765 16.5672 21.7101  0.115
H 20.1165 18.3488 21.0426  0.157
H 15.4049 17.3289 19.2778  0.100
H 12.4893 8.3746 18.4123  0.120
H 18.7450 15.5342 22.5800  0.087
H 15.3677 14.8535 19.6732  0.083
H 9.4791 13.4816 11.6759  0.067
H 24.7323 6.7702 19.8775  0.133
H 15.6728 15.8179 21.1636  0.085
H 14.1448 16.5798 11.0642  0.097
H 14.0780 7.9592 15.0565  0.101
H 14.9655 9.8392 20.5063  0.120
H 11.6052 9.6761 19.4037  0.101
H 12.8505 11.3632 9.0323  0.124
H 17.6774 17.3166 17.7079  0.109
H 11.3688 18.9842 22.3052  0.140
H 15.0479 8.6260 23.0312  0.146
H 16.0510 6.7261 14.5364  0.125
H 13.9197 16.6136 18.7753  0.116
H 25.5708 11.9490 16.6421  0.096
H 26.2299 6.3125 17.0788  0.074
H 19.0851 10.1599 11.9833  0.074
H 14.5202 19.4412 19.4797  0.146
H 19.5952 9.8262 10.3477  0.086
H 24.3913 8.3969 16.4477  0.166
H 11.7852 11.9428 7.7110  0.087
H 10.0234 14.9849 10.9773  0.082
H 12.2439 6.3246 23.5391  0.144
H 12.9730 19.1007 11.1497  0.089
H 14.3392 5.1404 24.3255  0.095
H 25.0706 11.5876 19.0944  0.160
H 23.7688 11.7932 16.3475  0.116
H 15.3133 6.3514 23.4014  0.053
H 15.2012 15.0904 11.1187  0.122
H 12.3575 16.5803 13.1908  0.146
H 19.9093 14.1853 22.7534  0.097
H 17.8371 8.1287 10.1974  0.104
H 17.1588 9.7215 10.3068  0.139
H 26.1131 5.1526 18.4278  0.092
H 11.1463 12.0366 9.2967  0.117
H 16.2767 16.1725 8.9813  0.086
H 21.0069 16.3166 21.7822  0.127
H 8.3221 17.4095 12.4485  0.127
H 14.2430 13.1040 10.3211  0.144
H 17.9264 19.7308 18.1844  0.048
H 16.3236 17.3742 10.2527  0.084
H 13.2885 9.0822 13.8982  0.081
H 12.9654 16.6857 8.3438  0.135
H 23.9533 6.5369 18.3131  0.123
H 21.0529 14.9786 20.5777  0.108
H 17.5609 20.0138 19.8478  0.109
H 14.3158 5.1879 22.4807  0.107
H 10.8239 14.6309 13.4421  0.107
H 17.9055 6.7782 12.6707  0.119
H 24.9941 10.8434 15.3832  0.118
H 19.1772 20.3617 19.2120  0.096
H 19.8144 8.6065 11.5420  0.084
H 13.2363 7.4927 24.4024  0.145
H 25.0695 9.1660 20.4784  0.149

Forces on atoms 1 to 2 (eV/Å):
-0.761 1.166 0.327
4.397 1.316 -1.797

No. 2
Entry from the Open Molecules 2025 dataset: C45H78BrCl43INO7 as an isolated structure (wB97M-V/def2-TZVPD).

Output
DFT total energy: -25002.7063 Ha
max |F|: 1.9 eV/Å

Each line ends with the Löwdin charge.
Positions of all 176 atoms, in Å:
I 4.5282 0.6149 3.0590  0.937
Br -2.2886 2.6700 -5.2179  0.656
Cl 3.3574 -5.4840 -6.4748  0.494
Cl -1.9151 -6.6309 7.7478  0.506
Cl 4.4892 -8.6029 -8.2899  0.494
Cl -7.3642 3.3418 1.6437  0.496
Cl 4.1146 10.9586 -0.4732  0.504
Cl 2.8142 -3.7967 3.7191  0.576
Cl -1.6128 -0.2950 8.4139  0.504
Cl 5.6285 -4.7875 -0.9345  0.553
Cl 5.5521 4.7536 1.4906  0.593
Cl -6.2091 4.9952 -4.2506  0.536
Cl -3.0846 0.1690 10.9077  0.508
Cl -2.7995 2.7391 6.2200  0.644
Cl -11.7548 4.7049 3.8956  0.494
Cl 5.0691 8.8612 -2.2837  0.504
Cl -2.7436 -8.5728 -3.3607  0.521
Cl -4.2460 9.7884 -5.2135  0.501
Cl 2.5930 -3.9017 -4.1194  0.612
Cl -3.8458 3.5978 8.8257  0.523
Cl -7.1528 -7.7528 -1.6466  0.499
Cl -3.5994 5.2862 -2.9250  0.626
Cl -1.2568 -8.7988 -5.8840  0.521
Cl 4.0421 -1.0487 5.8050  0.393
Cl -5.3357 9.0975 -2.5902  0.498
Cl 1.2837 -4.0713 6.2014  0.522
Cl -5.2272 5.2637 2.2230  0.525
Cl 9.4405 -6.8232 0.8797  0.496
Cl 6.7710 -4.3865 -3.6030  0.534
Cl -4.6209 -4.0113 4.7036  0.514
Cl 8.5322 -4.5603 2.5107  0.503
Cl 6.2644 -6.3869 -7.5707  0.482
Cl -5.4401 -5.4859 -0.9336  0.501
Cl 1.7507 7.0724 -0.1417  0.667
Cl -5.2357 -1.5990 6.2469  0.552
Cl 2.1353 0.3271 7.4995  0.503
Cl -9.6270 6.6240 4.5001  0.499
Cl 0.3462 -7.8928 6.3791  0.504
Cl 7.5483 6.6859 0.5513  0.517
Cl 3.0894 -1.0046 -10.7920  0.514
Cl 3.5217 -2.7667 -8.4881  0.575
Cl -6.4772 1.5808 -4.1657  0.538
Cl -0.0132 -6.5242 -3.1344  0.546
Cl 2.7030 -7.3872 -2.5079  0.542
Cl -7.5708 1.7409 -1.4979  0.515
O -0.2162 2.2238 1.9764  -0.062
O 3.0913 4.9439 -0.6949  0.038
O 1.0772 -4.2108 1.2115  -0.110
O 1.8186 2.0051 -0.5444  -0.065
O -3.5878 3.4504 -0.1564  -0.008
O 1.8613 -0.5120 -0.8678  -0.063
O 1.5501 -2.6797 -1.5272  -0.140
N 0.5090 4.2274 -1.8404  0.024
C -0.2608 -7.2261 7.9017  -1.031
C -2.4855 3.2707 -0.6118  -0.248
C 3.5667 -3.9595 -5.5954  -1.018
C -2.8479 -8.7859 -5.1135  -0.998
C 0.1159 3.7000 -0.5359  -0.354
C -5.9516 4.2092 1.0085  -1.040
C -1.0073 1.5682 2.9044  -0.286
C -0.5137 4.0750 -2.8757  -0.263
C 5.8920 -7.6328 -8.7642  -1.014
C -7.9649 1.6816 -3.2212  -0.988
C 3.6495 -1.1180 -9.1219  -1.000
C 5.9806 0.3425 0.4120  -0.162
C -2.6584 0.2068 4.6500  -0.176
C 0.8022 -3.8576 -1.1676  -0.224
C -5.8829 -2.8952 5.2284  -1.004
C 6.0433 -5.5427 -2.4807  -0.992
C -3.1918 1.1990 3.8469  -0.163
C -0.4920 0.5865 3.7219  0.001
C 1.4869 -4.6527 -0.0861  -0.222
C 1.0509 4.4484 0.5013  -0.078
C 6.0685 5.8046 0.1598  -1.010
C -1.3106 -0.0959 4.6024  -0.075
C -2.3531 1.8604 2.9733  -0.029
C 2.0953 5.2970 -0.1699  -0.747
C 0.4315 2.1789 -0.4085  -0.230
C -1.3105 4.0811 -0.1113  -0.063
C 2.5686 1.3974 0.4934  -0.330
C -10.3485 5.5784 3.2724  -1.034
C 0.0258 4.1262 -4.3109  -0.244
C 1.8843 -4.8901 4.7569  -0.991
C 1.4654 -7.2498 -3.7658  -1.005
C 3.9784 1.9796 0.2680  -0.190
C -3.1986 -0.0729 9.1603  -1.047
C 8.0483 -5.8982 1.4623  -1.047
C -5.7872 -6.7392 -2.1309  -1.044
C -0.2769 1.4925 0.7291  -0.089
C -0.3420 2.8619 -5.0579  -0.561
C -5.0343 4.2847 -3.1283  -1.017
C 1.0044 -1.6017 -0.7869  -0.263
C 3.7548 -0.3685 7.4102  -1.002
C 3.6690 9.7797 -1.7122  -1.032
C 5.1052 1.3897 1.1369  -0.740
C -2.7533 3.9792 7.4830  -0.974
C -4.9143 8.5005 -4.1997  -1.060
C 2.5091 -0.1508 0.3374  -0.159
H 1.3437 3.7565 -2.1745  0.119
H -5.8086 8.1142 -4.6722  0.007
H 1.1778 -5.6946 -0.1974  0.100
H 7.4046 -6.5629 2.0257  0.026
H 2.2767 1.6836 1.5039  0.098
H -4.2496 1.4036 3.8786  0.107
H 2.5691 -4.5886 -0.1855  0.104
H 3.2688 -3.1513 -6.2515  -0.074
H 5.4328 -0.1580 -0.3858  0.067
H -0.0179 1.9657 -4.5389  0.061
H -3.6620 0.8028 8.7204  -0.033
H 6.7547 -6.3402 -2.3015  0.031
H 5.6731 -7.1509 -9.7093  0.026
H 2.9628 9.0805 -1.2840  -0.059
H 1.4996 3.7805 1.2286  0.124
H 1.0986 4.2995 -4.3718  0.120
H -6.2735 4.8150 0.1691  0.023
H 5.2786 6.5181 -0.0413  -0.003
H 6.7482 -8.2887 -8.8609  0.023
H 3.0408 -0.4660 -8.5072  0.027
H -3.3349 -9.7319 -5.3155  0.025
H -1.3080 4.8013 -2.7381  0.024
H 0.1154 0.4953 0.9345  0.125
H 4.4744 0.4190 7.5991  0.028
H 5.1341 -5.9362 -2.9215  -0.025
H -6.6196 -3.4452 5.8009  0.024
H 0.3785 -6.4006 8.1913  0.004
H 3.8548 -1.1595 8.1438  0.028
H 4.6110 -3.8614 -5.3204  -0.016
H -9.6070 4.8567 2.9527  -0.019
H -5.2109 3.4828 0.6915  -0.024
H -3.3032 -0.3488 5.3156  0.018
H 6.3238 -0.4293 1.0922  0.038
H 1.8516 -3.9650 1.7316  -0.040
H 0.7226 -4.4728 -2.0640  0.011
H -0.2122 -3.5813 -0.8733  0.132
H -0.5018 4.9313 -4.8199  0.102
H -3.7958 -0.9573 8.9715  0.004
H 1.9913 -0.5404 1.2180  0.103
H 3.2329 10.3069 -2.5518  0.025
H -8.5781 0.8108 -3.4174  0.027
H 0.4449 5.1433 1.0760  0.099
H 0.5601 0.3338 3.6563  0.119
H 1.0371 -5.2590 4.1903  0.030
H -1.3732 4.1048 0.9711  0.122
H -6.0284 -6.2611 -3.0728  0.024
H 0.0193 2.8651 -6.0781  0.054
H -1.3346 1.3399 0.5046  0.132
H 3.5027 -0.5952 0.3497  0.099
H -2.3553 2.5123 -1.4010  0.129
H -0.9870 3.0919 -2.7585  0.063
H 0.8416 -1.9480 0.2368  0.121
H 0.0313 -1.3036 -1.2021  0.141
H -0.0112 1.7379 -1.3134  0.158
H -5.5035 4.1698 -2.1581  0.004
H -10.6641 6.1912 2.4370  0.024
H -4.9118 -7.3665 -2.2388  -0.044
H -1.4852 5.1132 -0.4274  0.145
H -0.2400 -8.0081 8.6507  0.023
H -0.9140 -0.8849 5.2207  0.099
H -3.4243 -7.9673 -5.5269  0.027
H -8.4881 2.5896 -3.4980  0.023
H 5.8044 2.1960 1.3506  0.001
H -6.3368 -2.4466 4.3533  0.026
H 1.8475 -6.6188 -4.5581  -0.057
H 3.8635 3.0292 0.5226  0.042
H -4.7249 3.3262 -3.5135  -0.065
H 2.5252 -5.7086 5.0597  0.021
H 6.8301 0.8358 -0.0542  0.077
H -1.7428 4.0426 7.8690  0.027
H -4.1744 7.7175 -4.0990  -0.036
H 4.1982 1.8590 -0.7908  0.137
H 1.2359 -8.2396 -4.1428  0.009
H -2.7536 2.6156 2.3070  0.107
H 7.5237 -5.4919 0.6060  -0.063
H 4.6889 -0.8158 -9.0828  0.027
H 6.2490 5.1882 -0.7122  0.034
H -3.0556 4.9277 7.0558  0.025

Forces on atoms 1 to 2 (eV/Å):
-0.086 0.363 -0.141
0.071 -0.043 -0.075

> Which of these has the lowest DFT total energy?

C45H78BrCl43INO7

> max |F| of number 2 (C45H78BrCl43INO7)?

1.9 eV/Å